Here is a gas-phase ion, C11H13BCl3O2S2 (charge -1) in a non-equilibrium geometry from OMol25. Energies are from the ωB97M-V functional and the def2-TZVPD basis.

Calculated values
total charge = -1
largest force on an atom = 1.72 eV/Å
HOMO energy = -5.7 eV
gap between HOMO and LUMO = 8.2 eV
E_LUMO = 2.5 eV

Each line ends with the natural charge from an NBO analysis.
Element x y z (Å)
Cl -1.89878 -0.34051 2.37057  -0.330
B -1.57587 -1.05101 0.62671  0.514
Cl -2.47147 -2.72292 0.44214  -0.319
Cl -2.30919 0.19725 -0.62184  -0.316
O -0.16492 -1.12203 0.38997  -0.742
C 0.78448 -2.08877 0.62533  0.016
C 2.12018 -1.46691 0.19810  -0.029
C 2.56998 -1.59998 -1.12368  -0.200
C 3.77876 -1.01741 -1.50891  -0.220
C 4.54332 -0.28849 -0.58834  -0.231
C 3.98099 0.00036 0.66032  -0.205
C 2.74447 -0.55041 1.03107  -0.201
H 0.61121 -3.00602 0.02680  0.201
H 1.98442 -2.17702 -1.84204  0.219
H 4.15553 -1.10089 -2.52999  0.204
H 5.51520 0.13435 -0.85350  0.203
H 4.49585 0.66380 1.35380  0.202
H 2.24985 -0.27055 1.96004  0.233
C 4.16759 -4.12021 5.03318  -0.618
C 3.46936 -4.86272 3.91024  0.097
C 4.45761 -5.68740 3.14843  -0.641
O 2.85845 -3.75179 3.13911  -0.523
C 1.76233 -3.95760 2.38956  0.024
S 0.66125 -2.63240 2.35843  0.282
S 1.46212 -5.35714 1.58524  -0.116
H 4.61526 -4.83287 5.73497  0.204
H 4.96019 -3.49768 4.59178  0.213
H 3.46272 -3.46465 5.55778  0.224
H 2.64885 -5.48698 4.27497  0.194
H 4.90920 -6.39602 3.86195  0.205
H 4.00171 -6.26109 2.33617  0.244
H 5.25853 -5.04861 2.75397  0.210

Cartesian forces (eV/Å) of the 3 atoms listed first:
0.026 -0.260 -0.202
-0.151 0.000 -0.062
0.361 0.422 0.043